*i*
Formula: C4H6N2O2
Source: OMol25
Level of theory: ωB97M-V/def2-TZVPD

The geometry in XYZ format:
```
14
Properties=species:S:1:pos:R:3:lowdin_charge:R:1
C 1.23302 -0.43151 1.52180 0.00
C 0.58512 0.45054 -0.82631 -0.39
C -0.53378 0.42504 -1.57457 0.05
C -0.96539 -0.36022 0.51077 -0.58
H 1.82791 0.41321 1.97134 0.09
H 1.87940 -1.33172 1.20463 0.11
H 0.28496 -0.76787 2.24012 0.14
H 2.18023 0.57891 -2.10812 0.11
H 2.14564 1.73462 -0.63121 0.18
H -0.98243 0.82708 -2.45823 0.11
N 0.34108 -0.07925 0.39813 -0.04
N 1.94318 0.68881 -1.07814 0.07
O -1.52999 -0.10953 -0.65171 0.08
O -1.62494 -0.66851 1.49564 0.07
```

The spin multiplicity is 1. The HOMO energy comes out at -8.505 eV. Its HOMO-LUMO gap is 8.97 eV.

---

*ii*
Formula: C4H6N2O2
Source: OMol25
Level of theory: ωB97M-V/def2-TZVPD

The geometry in XYZ format:
```
14
Properties=species:S:1:pos:R:3:lowdin_charge:R:1
C 2.49263 -0.81706 0.49221 -0.08
C -0.92440 -0.14897 0.79911 -0.31
C -0.98377 -0.27316 -0.93740 -0.01
C -1.12201 1.27044 -1.04651 -0.15
H 3.24240 -1.79550 0.52833 0.13
H 2.95288 0.18802 0.63623 0.09
H -1.48158 -0.74621 1.57880 0.17
H -1.96119 -0.60376 -1.43934 0.13
H -0.05815 -0.66249 -1.22574 0.05
H -0.99286 1.79075 -1.96275 0.10
N 1.32069 -1.25863 0.61484 0.04
N -1.57246 1.96677 -0.04614 0.15
O 0.59396 0.10043 0.83752 -0.20
O -1.50612 0.98935 1.17084 -0.10
```

The spin multiplicity is 1. The HOMO energy comes out at -9.996 eV. Its HOMO-LUMO gap is 10.89 eV.

---

Least stable = *ii*

---

*i*
Formula: C4H6N2O2
Source: OMol25
Level of theory: ωB97M-V/def2-TZVPD

The geometry in XYZ format:
```
14
Properties=species:S:1:pos:R:3:lowdin_charge:R:1
C 0.62677 -0.14059 1.24741 -0.14
C 0.11932 0.32804 -1.23215 -0.31
C 0.18741 0.84341 0.16751 -0.30
N -0.14814 1.22806 -2.17850 0.24
C -0.33187 -1.23471 1.01412 -0.36
N -1.11538 -1.88304 1.75361 0.03
O 0.15811 -0.92712 -1.57873 0.06
O -0.10755 2.01430 0.38582 0.12
H -0.30035 0.94271 -3.13264 0.14
H -0.27599 2.19223 -1.89978 0.13
H -0.93795 -1.75594 2.76479 0.02
H 1.66099 -0.45815 1.06282 0.13
H 0.55531 0.33760 2.22900 0.12
H -0.09067 -1.48681 -0.60329 0.13
```

The spin multiplicity is 1. The HOMO energy comes out at -6.840 eV. Its HOMO-LUMO gap is 5.51 eV.

---

*ii*
Formula: C4H6N2O2
Source: OMol25
Level of theory: ωB97M-V/def2-TZVPD

The geometry in XYZ format:
```
14
Properties=species:S:1:pos:R:3:lowdin_charge:R:1
C 1.13257 0.13582 -0.05716 -0.35
C 1.07325 1.43338 0.14453 -0.07
C -0.35912 1.68432 0.11644 -0.07
C -1.17880 0.54641 -0.09299 -0.34
H 0.43301 -2.48856 -0.35255 0.24
H -0.61187 -1.99995 1.24481 0.16
H 3.10798 -0.29204 -0.22412 0.16
H 1.86679 2.15182 0.27883 0.11
H -0.54496 2.77348 -0.24846 0.12
H -2.07846 -1.01043 -0.03223 0.13
N -0.55272 -1.78260 0.11313 -0.01
N -0.16237 -0.47166 -0.23455 -0.13
O 2.21163 -0.77818 -0.02803 -0.03
O -2.35841 0.00891 -0.03212 0.06
```

The spin multiplicity is 1. The HOMO energy comes out at -7.354 eV. Its HOMO-LUMO gap is 7.69 eV.

---

*iii*
Formula: C4H6N2O2
Source: OMol25
Level of theory: ωB97M-V/def2-TZVPD

The geometry in XYZ format:
```
14
Properties=species:S:1:pos:R:3:lowdin_charge:R:1
C -1.69160 -0.32924 -0.11040 -0.52
C 0.52594 0.01548 -0.03848 -0.60
C 1.57782 -0.41169 0.82362 -0.05
C 1.86519 -0.18065 -0.65390 -0.04
H -3.45785 0.06987 0.30473 0.07
H -1.91172 1.85812 -0.26111 0.18
H 2.17491 0.15410 1.64744 0.15
H 1.25017 -1.50559 0.93375 0.15
H 2.18678 -1.12488 -1.22996 0.14
H 2.30508 0.85238 -0.98339 0.15
N -2.87344 -0.74315 -0.01631 0.14
N -1.37095 1.04617 0.19633 0.09
O -0.03017 1.19240 -0.22084 0.00
O -0.55015 -0.89332 -0.39148 0.12
```

The spin multiplicity is 1. The HOMO energy comes out at -9.165 eV. Its HOMO-LUMO gap is 9.98 eV.

---

*iv*
Formula: C4H6N2O2
Source: OMol25
Level of theory: ωB97M-V/def2-TZVPD

The geometry in XYZ format:
```
14
Properties=species:S:1:pos:R:3:lowdin_charge:R:1
C 0.70937 -0.02606 -0.19703 -0.16
C 1.35482 1.33891 0.04949 -0.19
C -0.79571 0.22428 -0.10687 -0.29
C -1.91218 -0.71127 -0.42946 -0.15
H 2.89840 -1.89382 0.41622 0.09
H 2.49396 1.34846 -0.05860 0.14
H -0.99544 1.27589 -0.35673 0.13
H -1.61637 -1.79511 -0.54003 0.12
H -2.77061 -0.29361 -1.05339 0.13
H -2.32414 0.55303 1.08212 0.09
N 1.28194 -1.16560 0.10640 0.08
N -1.73039 -0.21957 0.89181 0.02
O 2.67136 -1.00149 0.14073 -0.06
O 0.73499 2.36597 0.05533 0.06
```

The spin multiplicity is 1. The HOMO energy comes out at -9.475 eV. Its HOMO-LUMO gap is 9.05 eV.

---

Least stable = *ii*

---

*i*
Formula: C4H6N2O2
Source: OMol25
Level of theory: ωB97M-V/def2-TZVPD

The geometry in XYZ format:
```
14
Properties=species:S:1:pos:R:3:lowdin_charge:R:1
C -0.71558 -0.17599 1.95317 -0.03
C 0.53385 -0.64559 -1.42098 -0.10
C 1.44643 0.24371 -1.01729 0.06
C 0.84292 0.77752 0.26972 -0.42
H 0.02440 -0.74899 2.69093 0.13
H -1.74687 -0.35227 2.11897 0.06
H -0.41154 0.81808 2.38225 0.08
H -1.83870 -0.13765 -1.68303 0.13
H 0.61572 -1.13849 -2.40633 0.14
H 2.25549 0.53183 -1.64538 0.10
N -0.38775 0.10452 0.50912 -0.04
N -0.47806 -0.99217 -0.50338 -0.11
O -1.77660 -0.92774 -1.06750 -0.03
O 1.09115 1.68313 1.04184 0.05
```

The spin multiplicity is 1. The HOMO energy comes out at -9.477 eV. Its HOMO-LUMO gap is 9.72 eV.

---

*ii*
Formula: C4H6N2O2
Source: OMol25
Level of theory: ωB97M-V/def2-TZVPD

The geometry in XYZ format:
```
14
Properties=species:S:1:pos:R:3:lowdin_charge:R:1
C -1.22132 -0.38817 -0.96850 -0.25
C -0.43299 0.11070 0.22978 -0.10
C -0.58632 0.67453 1.53672 -0.16
C 0.95156 -0.13594 0.26274 -0.39
H -0.26639 0.73401 -2.22961 0.13
H -1.57951 -1.45116 -0.83827 0.15
H -2.01555 0.30859 -1.12693 0.11
H -1.52709 1.01477 1.82830 0.09
H 2.44239 0.21325 1.61646 0.19
H 1.13091 -1.06027 -1.34309 0.13
N 0.43875 0.61270 2.28687 0.03
N 1.40347 0.18661 1.47398 0.03
O -0.45078 -0.20024 -2.05416 -0.07
O 1.71288 -0.61938 -0.67429 0.11
```

The spin multiplicity is 1. The HOMO energy comes out at -8.363 eV. Its HOMO-LUMO gap is 9.01 eV.

---

Least stable = *i*

---

*i*
Formula: C4H6N2O2
Source: OMol25
Level of theory: ωB97M-V/def2-TZVPD

The geometry in XYZ format:
```
14
Properties=species:S:1:pos:R:3:lowdin_charge:R:1
C 0.30439 0.78384 0.81847 -0.05
C 0.74949 0.71916 -0.67572 -0.03
C -0.87495 -1.49790 -0.16998 0.12
C -0.43721 -0.09474 -0.11192 -0.45
N -1.75481 -0.07429 -0.77858 0.13
N -2.93640 0.11103 -0.14826 -0.47
O -3.25581 -0.73287 0.65930 0.05
O -3.45774 1.17740 -0.34718 0.09
H 0.81903 0.33973 1.64950 0.10
H -0.19666 1.85720 0.84077 0.15
H 0.59107 1.68395 -1.07393 0.08
H 1.61575 0.23847 -1.00614 0.08
H -0.51830 -2.21965 -0.90713 0.10
H -1.45854 -1.94859 0.64050 0.09
```

The spin multiplicity is 1. The HOMO energy comes out at -9.826 eV. Its HOMO-LUMO gap is 10.20 eV.

---

*ii*
Formula: C4H6N2O2
Source: OMol25
Level of theory: ωB97M-V/def2-TZVPD

The geometry in XYZ format:
```
14
Properties=species:S:1:pos:R:3:lowdin_charge:R:1
C 0.02504 0.25586 0.79593 -0.34
C 1.10972 0.89213 0.29030 -0.08
C 0.10225 -0.19507 -1.41922 -0.29
C -0.64066 -0.41445 -0.28815 -0.19
H -0.77300 -0.39191 2.43528 0.08
H 0.57116 0.57106 2.56955 0.09
H 1.83908 1.32438 1.00192 0.12
H 1.90057 0.45974 -1.66608 0.12
H -0.57548 -1.46446 -2.44725 0.09
H -2.32725 -0.59403 0.64883 0.11
N -0.33416 0.45571 2.11219 0.09
N 1.13409 0.70327 -1.11834 0.09
O -0.06407 -0.70910 -2.69438 0.09
O -1.96729 -0.89313 -0.22059 0.02
```

The spin multiplicity is 1. The HOMO energy comes out at -7.525 eV. Its HOMO-LUMO gap is 8.17 eV.

---

*iii*
Formula: C4H6N2O2
Source: OMol25
Level of theory: ωB97M-V/def2-TZVPD

The geometry in XYZ format:
```
14
Properties=species:S:1:pos:R:3:lowdin_charge:R:1
C -0.25710 0.95333 -0.76610 -0.51
C -0.71492 -0.35853 -0.07770 -0.17
C 0.87182 -0.55398 1.87726 -0.08
C 1.92807 -0.98892 0.67583 -0.10
H -1.91173 1.03899 -1.73979 0.06
H -2.34109 -1.33102 0.44500 0.06
H 0.84642 0.58076 2.14997 0.12
H 0.79775 -1.08734 2.83494 0.07
H 2.49418 -0.38766 0.05673 0.05
H 2.52575 -1.87084 1.06208 0.10
N -2.09249 -0.41155 -0.00457 0.11
N 0.40605 -1.41532 0.50777 0.01
O -1.11126 1.42756 -1.61180 0.18
O 0.91457 1.26417 -0.71160 0.09
```

The spin multiplicity is 1. The HOMO energy comes out at -9.954 eV. Its HOMO-LUMO gap is 9.98 eV.

---

Least stable = *i*

---

*i*
Formula: C3H3NO
Source: OMol25
Level of theory: ωB97M-V/def2-TZVPD

The geometry in XYZ format:
```
8
Properties=species:S:1:pos:R:3:lowdin_charge:R:1
C -0.04998 -0.53376 0.21857 -0.15
C -1.07447 0.08628 -0.44105 0.12
N 0.49464 0.95712 0.72243 0.20
C 1.34879 0.19523 0.12485 -0.56
O 2.48784 -0.06832 -0.15253 0.08
H -0.20443 -1.29967 0.96968 0.12
H -0.88959 0.81080 -1.22064 0.09
H -2.11280 -0.14767 -0.22132 0.09
```

The spin multiplicity is 1. The HOMO energy (alpha / beta) comes out at -9.728 / -9.728 eV. Its HOMO-LUMO gap (alpha / beta) is 8.75 / 8.75 eV.

---

*ii*
Formula: C3H3NO
Source: OMol25
Level of theory: ωB97M-V/def2-TZVPD

The geometry in XYZ format:
```
8
Properties=species:S:1:pos:R:3:lowdin_charge:R:1
C 0.77962 -0.62181 -0.03534 -0.04
C 0.00548 0.70848 0.10960 -0.44
C -1.50836 0.51100 0.07813 -0.11
H 1.76035 -0.31898 -0.75220 0.16
H 1.05276 -0.93114 1.07854 0.12
H 0.16862 -1.47484 -0.38906 0.07
N -2.68380 0.27600 -0.06029 0.15
O 0.42532 1.85130 -0.02938 0.09
```

The spin multiplicity is 1. The HOMO energy comes out at -11.319 eV. Its HOMO-LUMO gap is 10.72 eV.

---

*iii*
Formula: C3H3NO
Source: OMol25
Level of theory: ωB97M-V/def2-TZVPD

The geometry in XYZ format:
```
8
Properties=species:S:1:pos:R:3:lowdin_charge:R:1
C -0.51859 -0.15179 0.00396 -0.61
C 0.94953 -0.10853 -0.02801 -0.03
C 2.14907 0.01282 0.00797 0.14
H -0.42949 1.89551 0.01546 0.10
H -2.03532 1.23657 0.13364 0.13
H 3.19870 0.15468 0.07044 0.03
N -1.02638 1.09420 -0.02298 0.16
O -1.12866 -1.18264 0.00472 0.08
```

The spin multiplicity is 1. The HOMO energy comes out at -10.398 eV. Its HOMO-LUMO gap is 11.28 eV.

---

*iv*
Formula: C3H3NO
Source: OMol25
Level of theory: ωB97M-V/def2-TZVPD

The geometry in XYZ format:
```
8
Properties=species:S:1:pos:R:3:lowdin_charge:R:1
C -0.11186 -0.13106 -0.38467 -0.22
C -0.79453 0.59503 0.62806 -0.12
C -1.54464 1.06672 1.48720 0.11
H 2.49364 -1.11304 -1.38337 0.13
H -0.62780 -1.00593 -0.74812 0.13
H -2.01050 1.47103 2.43951 0.06
N 1.11445 0.08951 -0.55855 0.04
O 1.48124 -0.97227 -1.48006 -0.13
```

The spin multiplicity is 1. The HOMO energy comes out at -9.646 eV. Its HOMO-LUMO gap is 10.17 eV.

---

Least stable = *iv*

---

*i*
Formula: C3H3NO
Source: OMol25
Level of theory: ωB97M-V/def2-TZVPD

The geometry in XYZ format:
```
8
Properties=species:S:1:pos:R:3:lowdin_charge:R:1
C 0.59582 0.87097 0.34471 -0.07
C 1.48474 0.04104 -0.16196 -0.21
C -0.64188 0.11966 0.13657 -0.25
N -0.61610 -1.02372 -0.40802 0.08
O 1.54252 -1.00253 -0.66202 0.18
H -1.52846 0.64340 0.48874 0.12
H 0.67443 1.83737 0.78559 0.09
H -1.51107 -1.48620 -0.52361 0.07
```

The spin multiplicity is 1. The HOMO energy comes out at -9.074 eV. Its HOMO-LUMO gap is 9.37 eV.

---

*ii*
Formula: C3H3NO
Source: OMol25
Level of theory: ωB97M-V/def2-TZVPD

The geometry in XYZ format:
```
8
Properties=species:S:1:pos:R:3:lowdin_charge:R:1
C 0.09644 0.67656 -0.09125 -0.27
C -2.71249 -0.47140 -0.51170 -0.07
C 1.36359 -0.09780 0.07348 -0.05
N -0.90314 1.22462 -0.17527 0.11
O -2.83282 -0.69514 0.57567 0.02
H 2.21368 0.57151 -0.15555 0.08
H 1.39551 -0.72761 -0.81976 0.08
H 1.37924 -0.48075 1.10439 0.09
```

The spin multiplicity is 1. The HOMO energy comes out at -11.433 eV. Its HOMO-LUMO gap is 12.14 eV.

---

Least stable = *i*